Density functional theory data (ωB97M-V/def2-TZVPD) for a structure of composition C45H38Cl5GeN2ReS.

Geometry (Å):
Re  -0.7356  -1.1485  0.0585
C  -5.4831  -2.8023  1.0937
C  -4.0645  -2.2449  1.2354
C  -4.0326  -1.0673  2.2106
C  -3.5043  -1.8725  -0.1233
C  -2.4621  -2.6396  -0.7119
C  -1.9993  -2.3013  -1.9940
C  -2.6582  -1.3364  -2.7785
C  -2.2668  -1.1416  -4.2148
C  -3.6835  -0.6161  -2.1994
C  -4.0683  -0.8580  -0.8788
H  -5.8652  -3.1191  2.0644
H  -5.5057  -3.6602  0.4210
H  -6.1610  -2.0444  0.6965
H  -3.4322  -3.0390  1.6430
H  -4.6799  -0.2543  1.8742
H  -3.0209  -0.6674  2.3352
H  -4.3814  -1.3786  3.1957
H  -2.1788  -3.5842  -0.2630
H  -1.2402  -2.9215  -2.4580
H  -2.6136  -0.1814  -4.5949
H  -2.7078  -1.9243  -4.8353
H  -1.1853  -1.2028  -4.3469
H  -4.1996  0.1431  -2.7752
H  -4.8710  -0.2669  -0.4523
Cl  -0.7265  -2.6041  2.1815
C  -0.1268  -1.0451  2.7710
C  0.0150  -0.1604  1.7244
C  0.5727  1.0715  2.0674
Cl  0.9493  2.2287  0.8408
C  0.9230  1.3609  3.3892
Cl  1.6507  2.8625  3.7823
C  0.7280  0.4159  4.4022
Cl  1.1770  0.7596  6.0167
C  0.1914  -0.8345  4.0925
Cl  -0.0369  -2.0541  5.2694
C  0.8887  -1.5405  -0.7186
Ge  2.7965  -1.2893  -0.1963
C  3.4741  0.4093  -0.8597
C  2.7327  1.1976  -1.7327
C  3.2434  2.3837  -2.2408
C  4.5163  2.7974  -1.8764
C  5.2758  2.0150  -1.0166
C  4.7600  0.8276  -0.5176
C  3.7178  -2.7110  -1.1741
C  4.4130  -3.7469  -0.5553
C  5.0534  -4.7212  -1.3115
C  5.0040  -4.6729  -2.6960
C  4.3212  -3.6415  -3.3274
C  3.6862  -2.6701  -2.5691
C  3.0521  -1.5270  1.7196
C  2.7664  -2.7658  2.2998
C  3.0140  -2.9983  3.6454
C  3.5545  -1.9897  4.4335
C  3.8385  -0.7529  3.8726
C  3.5884  -0.5241  2.5250
H  0.7996  -2.2077  -1.5928
H  1.7351  0.8821  -2.0119
H  2.6528  2.9857  -2.9207
H  4.9191  3.7230  -2.2667
H  6.2739  2.3277  -0.7388
H  5.3755  0.2215  0.1389
H  4.4779  -3.7934  0.5250
H  5.5961  -5.5165  -0.8165
H  5.5045  -5.4313  -3.2838
H  4.2934  -3.5906  -4.4083
H  3.1765  -1.8556  -3.0768
H  2.3489  -3.5652  1.6951
H  2.7903  -3.9650  4.0784
H  3.7541  -2.1688  5.4822
H  4.2527  0.0386  4.4851
H  3.8028  0.4546  2.1060
S  -2.3622  4.7458  -2.4975
C  -1.9901  3.1899  -1.8038
C  -2.3938  2.7567  -0.5418
C  -2.0055  1.5151  -0.1013
N  -1.2741  0.6583  -0.8378
C  -0.9411  1.0537  -2.0761
C  -1.2528  2.2941  -2.5808
C  -2.9946  5.6359  -1.0992
C  -2.1624  6.0067  -0.0508
C  -2.7160  6.7257  0.9966
N  -3.9948  7.0947  1.0417
C  -4.7729  6.7506  0.0231
C  -4.3266  6.0157  -1.0706
H  -2.9807  3.3860  0.1116
H  -2.2789  1.1889  0.8944
H  -0.3814  0.3406  -2.6636
H  -0.9153  2.5604  -3.5738
H  -1.1123  5.7449  -0.0492
H  -2.1000  7.0273  1.8360
H  -5.8077  7.0691  0.0773
H  -5.0027  5.7500  -1.8716

As for the frontier orbital gap (spin up / spin down): 7.20 / 6.93 eV. The spin multiplicity is 2. The value obtained for the energy relative to the best compared isomer or geometry (same formula, charge and spin) is 2.03 kcal/mol. Its energy is -6701.1905 hartree. Its max |F| is 0.274 eV/Å. As for the HOMO energy (spin up / spin down): -10.144 / -10.476 eV. For the molar mass, the calculation gives 1074.962 g/mol. The total charge is +1.

Density functional theory data (ωB97M-V/def2-TZVPD) for a structure of composition C45H38MnN6O4P at a distorted geometry.

Geometry (Å):
Mn  1.3768  -0.9210  0.6249
O  -4.6466  4.1909  3.0157
C  -3.5875  3.9697  2.2164
O  -3.4658  4.6162  1.2044
C  -2.5991  2.9032  2.5556
C  -2.9937  1.6615  3.0338
C  -2.1119  0.5748  2.9521
C  -0.8513  0.7277  2.4026
C  -0.4513  1.9742  1.9849
C  -1.2976  3.0780  2.0226
N  0.0146  -0.3864  2.3010
C  -0.0107  -1.2860  3.1870
C  0.5758  -2.5829  2.9139
C  0.6984  -3.6309  3.7965
C  1.1590  -4.8424  3.3785
C  1.4549  -5.0383  2.0174
C  1.3709  -3.9823  1.2035
N  0.9522  -2.8021  1.5990
H  -4.6019  3.7565  3.8755
H  -3.9798  1.5867  3.4114
H  -2.3992  -0.3449  3.2780
H  0.5718  2.0536  1.5924
H  -1.0783  4.0394  1.5979
H  -0.5022  -1.0867  4.1568
H  0.4347  -3.5070  4.8179
H  1.3079  -5.7176  4.0567
H  1.6821  -6.0403  1.6383
H  1.6907  -4.1309  0.1864
C  -2.3645  2.7198  -1.7127
C  -2.1046  1.3501  -1.4471
N  -2.9833  0.6652  -0.7743
C  -4.2255  1.1724  -0.4718
C  -4.5963  2.4819  -0.7683
C  -3.5255  3.3484  -1.2529
C  -5.9103  2.9486  -0.5688
C  -6.8037  2.1711  0.0693
C  -6.4362  0.8554  0.4645
C  -7.3381  0.0675  1.1678
C  -6.9691  -1.2222  1.4390
C  -5.7558  -1.7439  1.0558
N  -4.8943  -0.9040  0.4610
C  -5.1529  0.3531  0.1872
H  -1.5781  3.3356  -2.1246
H  -1.1665  0.9920  -1.7483
H  -3.7428  4.4092  -1.4024
H  -6.0934  3.9896  -0.8849
H  -7.8309  2.5468  0.2511
H  -8.3751  0.3248  1.4602
H  -7.6804  -1.9203  1.8844
H  -5.4479  -2.7452  1.2033
O  -2.1814  -1.5774  0.3874
N  -2.9109  -1.2342  -0.3567
C  5.2797  -0.8365  2.2368
C  4.0671  0.0226  2.3310
N  4.0667  1.2110  2.9352
O  3.0097  -0.3217  1.7220
H  6.1969  -0.2859  2.5628
H  5.3971  -1.2233  1.2294
H  5.0995  -1.6865  2.9192
H  4.7844  1.4164  3.6447
H  3.1997  1.7306  3.0053
C  4.0433  -4.5402  -2.9023
C  3.1211  -3.8793  -3.7216
C  2.5724  -2.6459  -3.3876
C  2.9865  -2.0330  -2.2096
C  3.7627  -2.7187  -1.2727
C  4.3463  -3.9527  -1.6812
P  2.2138  -0.4504  -1.7206
C  3.5190  0.7546  -1.4236
C  3.1386  2.0003  -0.8601
C  4.0678  2.9580  -0.5018
C  5.4282  2.7461  -0.7763
C  5.8113  1.4854  -1.2263
C  4.8866  0.4962  -1.6182
C  1.2032  0.1483  -3.1179
C  1.5242  1.3416  -3.7821
C  0.7521  1.7324  -4.8517
C  -0.2438  0.9404  -5.4188
C  -0.5851  -0.2020  -4.7253
C  0.1143  -0.6105  -3.6002
H  4.4571  -5.5208  -3.1796
H  2.7996  -4.3260  -4.6676
H  1.8838  -2.1446  -4.0643
H  3.9915  -2.3321  -0.2677
H  5.1066  -4.4024  -1.0306
H  2.0797  2.2729  -0.5497
H  3.8012  3.9506  -0.0822
H  6.2352  3.4906  -0.5820
H  6.8362  1.2601  -1.5572
H  5.2670  -0.4566  -2.0124
H  2.4128  1.8753  -3.5260
H  1.0650  2.6558  -5.3524
H  -0.6979  1.1589  -6.3885
H  -1.3999  -0.8478  -5.0053
H  -0.2467  -1.4482  -3.0626

As for the frontier orbital gap (spin up / spin down): 6.83 / 6.75 eV. The spin multiplicity is 6. The value obtained for the energy relative to the best compared isomer or geometry (same formula, charge and spin) is 16.80 kcal/mol. Its energy is -3858.5848 hartree. Its max |F| is 3.456 eV/Å. As for the HOMO energy (spin up / spin down): -15.525 / -15.598 eV. For the molar mass, the calculation gives 812.749 g/mol. The total charge is +3.

Density functional theory data (ωB97M-V/def2-TZVPD) for a structure of composition C45H39MoN12OS.

Geometry (Å):
Mo  0.2196  0.6376  -0.7611
O  3.8225  0.6949  -2.9604
C  2.7127  0.4590  -2.5029
N  1.9069  1.2943  -1.8308
C  2.2604  2.6938  -1.8134
C  0.9813  3.4756  -1.7385
C  0.9058  4.8148  -2.0847
C  -0.3109  5.4676  -2.0070
C  -1.4310  4.7608  -1.5939
C  -1.2901  3.4287  -1.2676
N  -0.1075  2.8025  -1.3311
C  2.0242  -0.8539  -2.7459
C  2.5950  -1.8427  -3.5206
C  1.8405  -2.9642  -3.8246
C  0.5348  -3.0422  -3.3645
C  0.0385  -2.0151  -2.5846
N  0.7759  -0.9492  -2.2648
H  2.8860  2.9561  -0.9518
H  2.8211  2.9570  -2.7137
H  1.7984  5.3260  -2.4179
H  -0.3874  6.5135  -2.2724
H  -2.4012  5.2299  -1.5193
H  -2.1218  2.8307  -0.9189
H  3.6049  -1.6955  -3.8765
H  2.2576  -3.7608  -4.4261
H  -0.0974  -3.8873  -3.5952
H  -0.9691  -2.0446  -2.1899
C  -6.1856  -2.8676  -0.6791
C  -4.9823  -2.0250  -0.3612
C  -4.5082  -1.8821  0.9435
C  -3.3905  -1.1320  1.2283
C  -2.6557  -0.4396  0.2404
N  -1.4718  0.2072  0.5418
C  -1.3273  0.4570  1.9488
C  -0.5859  -0.4520  2.7035
C  -0.2530  -0.2464  4.0248
C  -0.6669  0.9105  4.6701
C  -0.2526  1.2071  6.0838
C  -1.4842  1.7769  3.9677
C  -1.8657  1.5607  2.6434
N  -2.8012  2.5069  2.1138
C  -3.4519  3.4619  2.8360
C  -4.3484  4.0752  2.0071
C  -4.1846  3.4168  0.7778
N  -3.2574  2.4793  0.8458
C  -3.1952  -0.5319  -1.0478
C  -4.2978  -1.3362  -1.3410
N  -2.6811  0.2456  -2.1268
C  -3.3509  0.6139  -3.2344
C  -2.4530  1.1880  -4.1107
C  -1.2366  1.1448  -3.4441
N  -1.3871  0.5899  -2.2376
H  -6.2174  -3.7595  -0.0537
H  -7.1099  -2.3134  -0.5045
H  -6.1830  -3.1873  -1.7208
H  -5.0153  -2.3897  1.7558
H  -3.0533  -1.0826  2.2540
H  -0.2621  -1.3616  2.2227
H  0.3388  -0.9860  4.5510
H  -0.4133  0.3427  6.7287
H  0.8085  1.4586  6.1297
H  -0.8115  2.0460  6.4959
H  -1.8242  2.6661  4.4807
H  -3.2600  3.6319  3.8790
H  -5.0278  4.8697  2.2593
H  -4.7099  3.5796  -0.1497
H  -4.6171  -1.4375  -2.3708
H  -4.4092  0.4504  -3.3208
H  -2.6597  1.5893  -5.0861
H  -0.2679  1.5083  -3.7456
S  1.1858  1.9867  1.0488
C  2.3831  0.8299  1.5248
N  3.3255  1.2030  2.3892
N  4.3680  0.4279  2.5378
C  4.9864  -0.4597  1.6097
C  5.7005  -1.5284  2.1297
C  6.3725  -2.3879  1.2709
C  6.3308  -2.1776  -0.0979
C  5.6259  -1.0917  -0.6084
C  4.9541  -0.2280  0.2389
N  2.3280  -0.4585  1.1558
N  1.3782  -0.7819  0.3523
C  1.2777  -2.2074  0.2191
C  0.0231  -2.8057  0.2453
C  -0.0764  -4.1858  0.1552
C  1.0668  -4.9598  0.0141
C  2.3150  -4.3507  -0.0255
C  2.4298  -2.9742  0.0863
H  4.9272  0.6797  3.3407
H  5.7175  -1.6974  3.1993
H  6.9258  -3.2229  1.6794
H  6.8547  -2.8465  -0.7670
H  5.5976  -0.8988  -1.6719
H  4.4215  0.6195  -0.1749
H  -0.8639  -2.1943  0.3567
H  -1.0513  -4.6535  0.1988
H  0.9872  -6.0361  -0.0600
H  3.2087  -4.9507  -0.1350
H  3.3994  -2.4908  0.0670

As for the frontier orbital gap (spin up / spin down): 6.13 / 6.03 eV. The spin multiplicity is 3. The value obtained for the energy relative to the best compared isomer or geometry (same formula, charge and spin) is 5.60 kcal/mol. Its energy is -2936.7468 hartree. Its max |F| is 0.464 eV/Å. As for the HOMO energy (spin up / spin down): -9.467 / -9.614 eV. For the molar mass, the calculation gives 891.897 g/mol. The total charge is +1.